# 1
The following is a DFT calculation (the ωB97M-V functional and the def2-TZVPD basis) of C13H19NO2 as an isolated structure in a non-equilibrium geometry.

## Properties
spin multiplicity = 1
net charge = 0
E_tot = -19362.1076 eV
gap between HOMO and LUMO = 8.37 eV

XYZ file:
```
35
Properties=species:S:1:pos:R:3:forces:R:3
C -0.164656 -2.181918 -1.008555 -2.65 -5.88 -6.60
C -1.367493 -1.405564 -1.098370 -4.82 1.51 -0.71
C -1.993416 -1.260177 0.268773 -4.75 -4.66 0.21
C -3.371130 -0.525231 0.327551 -2.03 -5.29 -2.86
C -3.220964 0.676445 0.906607 -1.42 9.08 7.78
C -2.367735 1.736746 0.394220 0.36 2.35 -6.11
H -2.539307 2.711888 0.902211 -0.01 -0.68 -0.48
H -2.527107 1.864046 -0.857893 -0.08 0.09 3.24
O -1.011465 1.473159 0.470244 2.92 -2.26 2.40
C -0.050022 1.600357 -0.447980 -11.98 8.37 -6.17
O -0.448310 2.384212 -1.462157 2.70 -3.54 3.01
C 1.147328 1.215270 -0.234594 11.59 -8.61 4.71
C 1.587500 0.365934 0.988163 -5.79 4.87 4.19
C 2.846073 0.135021 1.373578 0.11 -1.79 -2.74
C 3.800101 0.082475 0.216197 3.43 -6.26 17.70
C 3.422028 0.640987 -0.765849 7.84 3.36 -14.01
C 2.269289 1.012203 -1.070252 -11.40 6.96 -4.03
H 1.942725 1.564989 -1.991871 1.37 -0.89 0.02
H 4.352970 0.823433 -1.726411 -2.76 -0.73 2.74
N 5.013846 -0.411179 0.675413 -6.99 4.46 -15.14
H 5.268116 -0.652831 1.416804 3.79 -4.51 14.71
H 5.667827 -0.112433 0.083389 3.83 0.84 -2.56
H 3.059680 -0.279581 2.349595 0.26 0.09 -0.10
H 0.749795 0.556454 2.046794 2.41 -1.11 -3.43
H -4.224001 1.508514 0.901106 1.92 -3.05 0.44
H -2.779595 0.712925 2.058159 -1.64 -0.71 -2.11
H -4.196791 -1.222322 0.887923 1.85 1.90 -1.63
H -3.756495 -0.154853 -0.691129 0.37 -1.68 0.69
H -2.466473 -2.411015 0.708444 2.11 2.66 -1.57
H -1.385951 -1.002919 1.076420 1.30 0.87 0.95
H -2.212044 -1.748607 -1.843496 1.58 -0.47 1.49
H -1.356757 -0.409357 -1.576786 1.18 0.12 0.50
H 0.244623 -2.171363 -2.071525 0.15 -0.35 1.29
H -0.407034 -3.331999 -0.782458 0.67 2.58 -0.15
H 0.474841 -1.783704 -0.422253 4.56 2.37 4.30
```
Positions in Å, forces in eV/Å.

Population analysis type Mulliken, resulting atomic charges in e: C -1.22; C -0.44; C -0.65; C -0.24; C -0.33; C -0.63; H 0.34; H 0.32; O -0.14; C 0.40; O -0.75; C 0.50; C -0.52; C -0.35; C 1.58; C -0.58; C -0.71; H 0.34; H -0.01; N -0.47; H 0.02; H 0.17; H 0.28; H 0.04; H 0.18; H 0.15; H 0.20; H 0.29; H 0.35; H 0.37; H 0.34; H 0.30; H 0.30; H 0.29; H 0.27

---

# 2
The following is a DFT calculation (the ωB97M-V functional and the def2-TZVPD basis) of C9H14IrN2PS as an isolated structure in a non-equilibrium geometry.

## Properties
spin multiplicity = 5
⟨S²⟩ = 6.0294
net charge = 0
E_tot = -35495.0406 eV
gap between HOMO and LUMO (spin up / spin down) = 4.10 / 6.05 eV

XYZ file:
```
28
Properties=species:S:1:pos:R:3:forces:R:3
C -1.725949 0.305559 -2.531538 -1.12 2.20 -0.89
C -2.229859 1.460286 -3.210087 0.77 -2.71 1.90
C -1.083734 2.210248 -3.624609 0.47 -0.11 -1.02
C 0.097158 1.484826 -3.384259 0.10 -0.51 1.49
C -0.260616 0.398842 -2.527504 0.59 1.22 -1.97
Ir 0.874392 -0.950096 -0.243191 -2.11 0.11 -1.63
P 0.425235 -2.815520 -1.299758 -0.21 -0.60 -0.37
H -2.294809 -0.503041 -2.087253 0.06 0.26 0.02
H -3.271379 1.717294 -3.360280 0.22 -0.04 0.04
H -1.125170 3.163252 -4.148298 0.01 -0.20 0.13
H 0.506598 -0.266932 -2.040924 -0.73 0.41 -1.00
H 1.107227 1.771916 -3.688298 -0.47 -0.04 0.38
H 1.478204 -3.428215 -2.062399 -0.67 -0.48 -0.09
H -0.672564 -2.721273 -2.231149 0.70 -0.43 0.18
H -0.032394 -3.871598 -0.463675 0.26 0.00 -0.48
C 0.232709 -1.605200 2.424561 -0.14 0.19 1.19
N 0.503782 -0.218595 2.775107 0.20 -0.21 0.86
C -0.104149 0.512705 3.790286 0.06 0.26 -0.51
C 0.453865 1.749256 3.790297 -0.09 -0.55 0.05
N 1.435011 1.740954 2.811215 0.20 -0.29 -0.46
C 1.442500 0.536170 2.170106 -0.43 0.11 0.25
S 2.432670 -0.033304 0.884875 3.18 1.68 1.38
H 0.227311 -1.718618 1.302437 -0.65 -0.23 0.67
H 0.970225 -2.291078 2.858267 -0.07 0.25 -0.15
H -0.769499 -1.836412 2.793955 0.13 -0.10 -0.18
H -0.912237 0.084308 4.356707 0.06 0.14 0.09
H 0.261535 2.609827 4.402032 -0.04 0.01 0.01
H 2.033925 2.514435 2.543378 -0.25 -0.36 0.10
```
Positions in Å, forces in eV/Å.

Population analysis type Mulliken, resulting atomic charges in e: C -0.08; C -0.64; C -0.15; C -1.08; C 0.37; Ir -0.02; P -0.11; H 0.36; H 0.39; H 0.41; H 0.09; H 0.36; H 0.04; H 0.05; H 0.06; C -0.62; N 0.42; C -0.24; C -0.54; N 0.04; C -0.31; S -0.40; H -0.06; H 0.33; H 0.31; H 0.42; H 0.40; H 0.23

---

# 3
The following is a DFT calculation (the ωB97M-V functional and the def2-TZVPD basis) of C24H18BiBrN11O5S as an isolated structure in a non-equilibrium geometry.

## Properties
spin multiplicity = 1
net charge = -1
E_tot = -138526.2511 eV
gap between HOMO and LUMO = 7.47 eV

XYZ file:
```
61
Properties=species:S:1:pos:R:3:forces:R:3
Bi -1.304676 -0.434570 0.084512 -0.16 -0.06 0.26
O -2.854407 -1.526367 -1.414714 -0.18 0.34 -0.26
N -2.712383 -2.732202 -1.784533 0.20 0.10 0.36
N -1.689123 -3.297861 -1.279949 0.18 -0.52 -0.09
O -0.831946 -2.697846 -0.488278 -0.07 -0.07 -0.13
C -1.435454 -4.677525 -1.618949 -0.04 0.30 0.08
C -2.418948 -5.459273 -2.209343 -0.04 0.00 -0.03
C -2.129167 -6.777934 -2.517841 0.00 -0.02 -0.01
C -0.878069 -7.313992 -2.235292 -0.02 0.06 0.01
C 0.086581 -6.517957 -1.636811 0.01 0.01 0.01
C -0.186796 -5.193475 -1.322214 0.05 -0.07 0.01
H -3.390502 -5.036001 -2.416981 0.01 -0.01 0.00
H -2.893530 -7.393413 -2.975734 0.02 0.01 0.01
H -0.661321 -8.346899 -2.475843 0.00 0.01 0.00
H 1.063132 -6.925736 -1.407961 -0.02 0.00 0.00
H 0.544031 -4.556362 -0.847540 0.00 -0.01 -0.01
N 4.026427 4.691210 -1.019511 -1.00 1.27 1.08
C 2.938109 4.243976 -0.261797 0.76 0.77 -0.61
C 2.942591 2.946312 0.240638 0.04 -0.37 0.39
C 1.895102 2.502908 1.016175 -0.07 0.02 0.13
C 0.825889 3.345412 1.308969 0.21 0.10 0.18
C 0.808631 4.644871 0.819436 0.22 0.00 -0.07
C 1.866578 5.091017 0.039533 -0.28 -0.05 0.15
S -0.489510 2.698829 2.274711 0.47 0.09 -0.44
O -1.234331 3.784738 2.850165 0.00 -0.16 0.10
O 0.086341 1.684082 3.123584 -0.16 0.03 0.28
N -1.349720 1.867217 1.187110 -0.80 -0.02 -0.50
C -2.054305 2.473522 0.200912 0.17 -0.30 0.37
N -2.087228 3.799763 -0.021783 -0.03 -0.04 -0.02
C -2.779741 4.201315 -1.072200 0.03 0.03 0.00
C -3.448501 3.347514 -1.944073 0.00 0.08 0.01
C -3.363035 2.004990 -1.647581 -0.07 -0.19 0.11
N -2.704873 1.567997 -0.581449 0.10 0.02 -0.20
H 4.474970 3.970189 -1.569521 0.31 0.21 0.27
H 3.836735 5.511807 -1.571862 -0.13 0.15 0.11
H 3.771499 2.287071 0.003524 -0.12 0.14 0.23
H 1.898661 1.493903 1.412074 -0.01 0.09 -0.01
H -0.029931 5.286923 1.051789 0.02 -0.01 0.01
H 1.865065 6.105350 -0.346227 0.01 -0.04 0.01
H -2.796543 5.274597 -1.243930 0.01 -0.01 0.02
H -3.991877 3.711220 -2.802705 0.00 0.01 0.01
H -3.838543 1.243851 -2.258440 0.04 0.00 0.01
Br 0.902787 -1.437001 5.862576 0.02 -0.01 -0.07
C 1.291166 -1.380300 4.015339 -0.02 0.04 0.03
C 2.589112 -1.483628 3.560486 0.10 -0.01 0.09
C 2.817258 -1.425985 2.194793 0.06 -0.03 -0.02
C 1.741294 -1.264961 1.345121 -0.25 -0.02 0.01
N 0.484955 -1.159949 1.799691 0.29 0.09 -0.02
C 0.260134 -1.205469 3.110537 -0.21 -0.03 -0.15
H 3.405531 -1.601493 4.260626 0.00 0.00 -0.01
H 3.818945 -1.498242 1.793138 -0.02 0.01 0.01
H 1.872089 -1.203464 0.270662 -0.04 0.04 0.02
H -0.768789 -1.105563 3.430173 0.00 0.05 -0.02
O -4.695262 -1.963104 2.561124 0.08 0.04 -0.02
C -3.680939 -1.557077 2.107594 -0.07 0.00 -0.11
N -2.642115 -1.159434 1.679726 0.14 0.07 0.09
N 0.869805 0.563356 -1.339979 0.15 0.08 -0.21
C 1.627008 1.215104 -1.948663 -0.36 -0.46 0.50
N 2.383924 1.931786 -2.698396 0.83 0.49 -0.37
C 3.625277 2.249600 -2.410714 -0.72 -0.85 -0.58
N 4.721912 2.592624 -2.233878 0.35 -1.43 -1.00
```
Positions in Å, forces in eV/Å.

Population analysis type Mulliken, resulting atomic charges in e: Bi 2.25; O -0.45; N -0.46; N 1.03; O -0.79; C 0.27; C -0.31; C -0.42; C -0.50; C -0.46; C -0.47; H 0.44; H 0.35; H 0.37; H 0.36; H 0.41; N -0.63; C 0.30; C -0.77; C 0.19; C -0.45; C -0.27; C -0.97; S 1.13; O -0.74; O -0.60; N -0.43; C 0.38; N -0.37; C -0.08; C -0.90; C -0.04; N -0.27; H 0.46; H 0.19; H 0.67; H 0.43; H 0.50; H 0.30; H 0.39; H 0.37; H 0.44; Br -0.20; C -0.28; C -0.04; C -0.80; C -0.54; N 0.15; C -0.17; H 0.44; H 0.43; H 0.45; H 0.44; O -0.62; C 0.64; N -0.63; N -0.72; C 0.50; N -0.73; C 0.62; N -0.74

---

# 4
The following is a DFT calculation (the ωB97M-V functional and the def2-TZVPD basis) of C37H61N6O7Si4Ti as an isolated structure.

## Properties
spin multiplicity = 3
⟨S²⟩ = 2.0465
net charge = -1
E_tot = -117267.1156 eV
gap between HOMO and LUMO (spin up / spin down) = 4.45 / 5.80 eV

XYZ file:
```
116
Properties=species:S:1:pos:R:3:forces:R:3
Ti -1.161830 -0.162440 -1.113281 0.26 -0.17 -0.31
O -6.426349 1.175033 -0.466507 -0.06 0.09 0.01
C -5.808611 2.370828 -0.473768 0.02 -0.05 0.00
C -6.587987 3.509896 -0.302565 0.00 0.02 0.00
C -6.011021 4.769422 -0.302682 -0.06 0.02 0.01
C -4.639942 4.907532 -0.474875 0.01 0.02 -0.01
C -3.859189 3.776536 -0.642379 0.05 -0.03 0.02
C -4.411716 2.494469 -0.645473 -0.10 -0.05 0.03
C -3.554732 1.319913 -0.827731 0.15 0.27 -0.09
O -2.246015 1.493087 -0.965532 -0.21 -0.17 0.17
N -4.084761 0.125569 -0.893303 -0.23 0.05 -0.03
N -3.157494 -0.832369 -1.123663 0.25 0.07 0.03
C -3.591006 -2.083669 -1.301556 -0.17 0.06 0.04
C -2.752839 -3.175720 -1.642873 0.08 -0.26 -0.08
C -3.341373 -4.431626 -1.918641 -0.02 -0.03 -0.02
C -2.601624 -5.522216 -2.317155 -0.07 -0.06 0.01
C -1.217214 -5.413936 -2.458697 0.09 0.08 0.00
C -0.596071 -4.205743 -2.176879 -0.10 -0.08 0.06
C -1.330024 -3.097580 -1.756499 -0.05 0.18 0.02
O -0.691970 -1.965655 -1.460219 -0.11 0.06 -0.07
H -5.725205 0.488910 -0.624293 0.05 -0.08 -0.02
H -7.654564 3.378667 -0.171883 0.00 0.00 0.00
H -6.637970 5.642719 -0.167766 0.02 0.01 0.00
H -4.181777 5.888654 -0.475800 0.00 0.01 0.00
H -2.788864 3.867073 -0.765543 0.04 -0.01 0.00
H -4.663490 -2.254150 -1.234781 0.02 -0.01 0.00
H -4.417883 -4.523746 -1.818934 -0.01 0.01 0.00
H -3.099581 -6.463613 -2.516340 0.01 0.00 -0.01
H -0.625855 -6.266230 -2.768236 0.00 -0.01 0.00
H 0.480754 -4.101142 -2.232151 -0.01 0.00 -0.01
N -0.327064 3.039823 -2.549831 0.01 0.08 0.20
C 0.722117 2.670963 -3.509143 0.02 0.07 0.03
C 1.953902 2.071839 -2.823701 0.00 -0.01 -0.15
C 1.803812 0.617082 -2.388588 0.09 0.12 0.00
N 0.958864 0.523498 -1.192168 -0.33 -0.03 0.22
C 1.284807 -0.261028 -3.528051 -0.05 0.00 -0.01
C 0.044993 0.285585 -4.243208 0.00 -0.10 -0.10
N -1.181264 0.084276 -3.439888 -0.08 -0.15 0.22
C 0.234445 1.748293 -4.629019 0.22 0.05 -0.14
H -0.118303 4.078587 -0.996224 -0.17 -0.05 0.40
H -0.768654 2.220866 -2.128253 0.12 0.26 -0.01
H -1.085871 3.500987 -3.045150 0.02 0.05 0.02
H 1.046549 3.608222 -3.973508 -0.04 -0.02 0.00
H 2.241989 2.686044 -1.967132 -0.03 0.03 0.02
H 2.782834 2.120151 -3.536332 0.00 0.01 -0.03
H 2.801988 0.244642 -2.121804 -0.03 0.00 -0.04
H 1.120122 1.318491 -0.574799 -0.01 0.06 -0.03
H 1.299469 -0.297802 -0.640094 0.08 -0.06 0.04
H 1.083515 -1.266244 -3.150897 -0.02 0.02 0.02
H 2.081731 -0.352117 -4.272842 0.01 0.00 0.00
H -0.066744 -0.271609 -5.181877 0.03 0.01 0.06
H -1.547784 -0.847221 -3.617671 -0.01 -0.05 0.06
H -1.909486 0.732191 -3.720991 -0.03 0.02 -0.02
H -0.684009 2.147664 -5.074533 0.00 -0.01 0.03
H 0.991465 1.763371 -5.420803 -0.02 0.02 -0.02
N -1.002483 -0.232370 1.122244 0.09 0.14 -0.02
H -0.590259 0.641383 1.441367 0.05 0.07 0.00
H -0.389997 -0.985254 1.432208 -0.01 -0.05 -0.05
H -1.904559 -0.325392 1.576366 -0.03 -0.11 -0.01
C -0.015553 -3.078810 2.983491 0.01 -0.14 -0.04
Si 1.489637 -3.687839 1.987991 0.08 0.04 -0.02
C 2.687269 -4.378846 3.291618 -0.08 0.01 -0.05
C 0.852610 -5.184270 1.021999 0.03 0.00 0.12
Si 2.303209 -1.993998 0.606447 0.12 0.03 0.14
Si 4.006269 -3.022841 -0.606269 -0.02 0.04 0.07
C 4.866385 -4.514279 0.193124 -0.03 0.05 -0.08
C 3.398713 -3.628742 -2.311760 0.17 -0.04 0.04
C 5.396399 -1.791410 -1.022871 -0.09 -0.06 -0.07
Si 3.557878 -0.739240 2.127626 0.03 -0.06 -0.04
C 5.181097 -1.417386 2.856760 -0.10 0.00 0.01
C 2.515507 -0.276316 3.649243 0.14 0.04 -0.03
C 4.011321 0.929713 1.333793 -0.03 -0.09 0.06
H -0.244264 -3.792845 3.780732 -0.03 0.01 0.01
H -0.897301 -3.019828 2.339290 -0.02 0.01 -0.02
H 0.138342 -2.101953 3.444594 0.05 0.03 0.04
H 2.191600 -5.148312 3.892297 0.01 -0.02 0.01
H 3.036962 -3.596942 3.967636 -0.01 0.05 0.03
H 3.566654 -4.822560 2.823594 0.03 -0.02 -0.03
H 0.564712 -5.970108 1.728196 -0.03 -0.04 -0.04
H 1.602625 -5.598642 0.345568 0.07 0.00 0.01
H -0.018240 -4.930558 0.416553 -0.04 0.04 0.00
H 4.146574 -5.313062 0.383788 -0.02 -0.03 0.00
H 5.313444 -4.241210 1.150248 0.03 0.04 0.03
H 5.652200 -4.914515 -0.454712 0.02 -0.01 -0.01
H 3.232013 -4.709029 -2.315190 -0.04 -0.01 0.02
H 4.157962 -3.410999 -3.070205 -0.01 -0.05 -0.02
H 2.470554 -3.149684 -2.622247 -0.01 0.07 0.03
H 5.889614 -1.378636 -0.143065 0.00 -0.02 0.06
H 5.000064 -0.950843 -1.598191 -0.01 0.03 -0.03
H 6.152554 -2.288861 -1.638254 0.03 0.01 -0.01
H 4.986428 -2.306308 3.459893 -0.01 -0.03 0.03
H 5.650645 -0.666979 3.500501 0.02 0.01 0.01
H 5.901665 -1.703649 2.088981 0.00 0.03 -0.04
H 2.233336 -1.150614 4.237476 0.00 -0.05 0.02
H 1.598641 0.239851 3.357267 -0.05 0.03 -0.04
H 3.091270 0.393758 4.295290 -0.04 0.03 0.04
H 4.599928 0.792529 0.424718 0.04 -0.03 -0.04
H 4.586020 1.559506 2.018993 0.01 0.02 0.02
H 3.100077 1.468092 1.060901 -0.03 0.04 0.00
O -0.377688 4.537649 -0.132381 0.05 0.01 -0.70
C -0.244742 3.715174 0.891815 -0.03 -0.05 0.23
O 0.371719 2.671615 0.844084 0.15 -0.26 -0.09
C -0.924487 4.178784 2.132073 -0.01 0.00 -0.01
C -0.701615 3.460716 3.303794 -0.11 0.16 -0.11
C -1.348355 3.800357 4.492317 -0.02 0.04 -0.04
C -2.212815 4.865243 4.434447 -0.13 0.09 0.05
O -2.966289 5.399183 5.450623 0.27 -0.14 -0.16
C -3.786265 6.388471 4.837811 -0.19 0.10 0.10
O -3.323032 6.599944 3.513528 0.16 -0.05 -0.09
C -2.430123 5.584784 3.267547 -0.03 -0.03 0.09
C -1.801928 5.277306 2.092884 0.06 -0.18 0.19
H -0.016904 2.624828 3.282219 0.03 -0.01 -0.04
H -1.184077 3.248771 5.406254 -0.01 0.01 0.03
H -3.693641 7.319021 5.399624 -0.11 -0.03 0.00
H -4.819598 6.024585 4.807619 0.03 0.07 0.03
H -1.984862 5.826862 1.184228 0.02 0.00 -0.06
```
Positions in Å, forces in eV/Å.

Atomic partial charges in e from the Mulliken method, atoms 1 to 99: Ti -0.08; O -0.71; C 0.33; C -0.68; C -0.48; C -0.93; C -0.21; C -0.65; C 0.77; O 0.77; N -1.09; N 0.62; C -1.12; C 0.86; C -1.16; C -0.72; C -0.60; C -0.72; C 0.45; O 1.05; H 0.56; H 0.42; H 0.37; H 0.41; H 0.31; H 0.17; H 0.38; H 0.36; H 0.43; H 0.33; N -0.11; C 0.47; C -1.67; C 1.19; N 2.65; C -0.69; C 0.19; N -0.32; C -1.75; H 0.45; H -0.40; H 0.32; H 0.43; H 0.48; H 0.56; H -0.58; H -0.22; H -1.61; H -0.38; H 0.65; H 0.39; H 0.33; H 0.26; H 0.45; H 0.52; N -0.31; H 0.02; H -0.38; H 0.31; C -1.35; Si 0.49; C -1.12; C -0.97; Si 0.30; Si 0.39; C -1.24; C -0.87; C -1.14; Si -0.03; C -1.07; C -0.85; C -0.71; H 0.41; H 0.33; H 0.29; H 0.42; H 0.26; H 0.28; H 0.44; H 0.21; H 0.10; H 0.26; H 0.29; H 0.39; H 0.35; H 0.41; H -0.06; H 0.21; H 0.21; H 0.43; H 0.28; H 0.36; H 0.28; H 0.28; H -0.04; H 0.39; H 0.28; H 0.44; H -0.18